# 1
ORCA calculation (wB97M-V/def2-TZVPD) on a 14-piece molecular cluster, C62H78N5O39P overall in a non-equilibrium geometry.

- HOMO (hartree) = -0.0090
- charge = -2

Each line ends with the Mulliken charge.
Atoms and positions in Å:
C1 -0.8087 -0.8964 0.8384  -1.2952
C2 0.4350 -0.8874 -0.1368  0.0624
C3 1.2622 0.4809 0.0760  -0.7731
O1 0.6334 1.7407 -0.2704  -0.3361
C4 0.4405 2.0509 -1.6002  -0.6879
N1 1.3752 -1.9612 0.2940  -0.2993
H1 0.9800 -2.8894 0.2461  0.3693
H2 2.1246 -2.0721 -0.3740  0.3636
H3 1.7513 -1.6972 1.1933  0.3225
H4 -1.4024 -1.8010 0.7065  0.4084
H5 -1.4285 -0.0100 0.7036  0.3572
H6 -0.4766 -0.9023 1.8766  0.3645
H7 0.2727 -1.0843 -1.1965  0.4552
H8 2.2097 0.3945 -0.4558  0.4783
H9 1.5995 0.7045 1.0881  0.3469
H10 -0.2697 2.8774 -1.6269  0.2505
H11 0.1138 1.2486 -2.2617  0.3032
H12 1.3761 2.5038 -1.9283  0.2881
P1 6.0630 -6.3508 -2.6530  0.9033
O2 6.1026 -4.8641 -2.2730  -0.7007
O3 4.9423 -7.0028 -3.5322  -0.4413
O4 5.8000 -7.3138 -1.4618  -0.4532
O5 7.3032 -7.0119 -3.3496  -0.5221
C5 4.4204 -0.9075 5.7878  -0.7499
O6 3.3948 -1.8601 5.4476  -0.2716
C6 3.1682 -2.8227 6.4523  -0.6029
C7 2.4053 -2.2674 7.7132  -0.3863
O7 1.1700 -1.6362 7.3320  -0.2901
C8 0.5201 -0.8914 8.4315  -0.6778
H13 4.3406 -0.4143 6.7566  0.2564
H14 4.5344 -0.1178 5.0452  0.2550
H15 5.4015 -1.3793 5.8422  0.3266
H16 4.1378 -3.3082 6.5625  0.4095
H17 2.5617 -3.6166 6.0164  0.2512
H18 2.9412 -1.4842 8.2494  0.3051
H19 2.1057 -3.0603 8.3984  0.3535
H20 0.3541 -1.5617 9.2749  0.2749
H21 -0.4191 -0.4584 8.0872  0.2340
H22 1.2596 -0.1301 8.6797  0.3095
C9 -1.0820 10.1645 -4.3435  0.1227
O8 -0.0079 9.8610 -3.7769  -0.6268
N2 -1.3731 11.3671 -4.8239  0.0717
C10 -2.5641 11.6069 -5.6032  -0.9812
C11 -0.4468 12.5887 -4.6923  -0.8808
H23 -1.8394 9.3706 -4.4345  0.3040
H24 -2.2855 11.5815 -6.6567  0.3692
H25 -2.7787 12.6748 -5.5644  0.3347
H26 -3.4994 11.0663 -5.4577  0.3280
H27 -0.9307 13.2599 -3.9829  0.3277
H28 0.5810 12.3878 -4.3898  0.2869
H29 -0.3995 13.1215 -5.6421  0.3438
C12 -0.2945 8.0912 4.7046  0.0319
O9 -0.8421 9.1067 5.0162  -0.5351
N3 0.0067 7.0026 5.5781  0.0875
C13 0.6904 5.8092 5.1612  -0.8440
C14 -0.4263 7.1693 7.0034  -0.8438
H30 -0.0369 7.8048 3.6732  0.3156
H31 1.3360 5.8917 4.2868  0.2638
H32 -0.2194 5.3448 4.7808  0.4084
H33 1.1991 5.3247 5.9946  0.2317
H34 0.0656 6.4280 7.6330  0.2758
H35 -0.2927 8.1690 7.4167  0.3036
H36 -1.4838 7.0769 7.2513  0.3046
C15 -6.0751 -3.9910 6.3250  0.1894
O10 -7.0686 -3.3525 5.9999  -0.5776
N4 -6.0354 -5.2615 6.8793  0.0890
C16 -4.8847 -5.8929 7.4477  -0.8236
C17 -7.2177 -6.0699 7.0883  -0.9589
H37 -5.0546 -3.5784 6.3492  0.2449
H38 -4.8568 -5.8953 8.5374  0.3423
H39 -4.0251 -5.2778 7.1817  0.2623
H40 -4.7114 -6.9393 7.1966  0.2890
H41 -7.8651 -5.7788 6.2610  0.3160
H42 -6.9126 -7.1117 6.9899  0.3451
H43 -7.6509 -5.9003 8.0741  0.2821
C18 4.9943 7.6602 0.4657  0.1558
O11 5.0270 8.0390 1.6395  -0.6204
N5 5.5457 6.5061 0.1116  0.0746
C19 5.7401 6.1879 -1.2704  -0.8816
C20 6.1925 5.5681 0.9828  -0.9934
H44 4.4829 8.2441 -0.3151  0.3247
H45 5.0376 6.4390 -2.0651  0.3309
H46 5.7965 5.0994 -1.2744  0.2559
H47 6.7081 6.5568 -1.6098  0.3414
H48 5.9235 4.5515 0.6961  0.3580
H49 7.2712 5.6127 1.1330  0.3177
H50 5.7972 5.6441 1.9958  0.3367
C21 -6.9038 1.7959 -6.2703  -0.7942
C22 -7.6000 0.6307 -6.5522  0.8887
C23 -8.7618 0.0813 -5.6838  0.2581
O12 -9.1825 -1.0827 -5.6822  -0.5939
C24 -9.2155 1.1003 -4.7714  -0.7113
C25 -8.5314 2.2389 -4.5301  0.8405
C26 -7.1319 2.6383 -5.0553  0.2340
O13 -6.3982 3.5085 -4.6169  -0.5626
O14 -8.9852 3.1760 -3.7038  -0.4329
O15 -7.2956 -0.1156 -7.6735  -0.4612
H51 -6.1148 2.1584 -6.9125  0.2686
H52 -10.1166 0.8903 -4.2142  0.2930
H53 -9.9066 2.9779 -3.5211  0.3040
H54 -6.6226 0.3889 -8.1363  0.3026
C27 -8.3225 -7.2102 0.6033  -0.8945
C28 -8.3482 -5.9199 0.2641  0.5218
C29 -9.4811 -5.0595 0.7344  0.7489
O16 -9.6389 -3.8490 0.6099  -0.6348
C30 -10.5096 -5.8308 1.4020  -0.5960
C31 -10.4973 -7.1867 1.5987  0.3351
C32 -9.2997 -7.9848 1.2869  0.5823
O17 -9.2100 -9.1363 1.4676  -0.6012
O18 -11.3406 -7.8727 2.3974  -0.5387
O19 -7.4273 -5.2431 -0.4318  -0.5411
H55 -7.4790 -7.7888 0.2567  0.3858
H56 -11.3635 -5.4163 1.9172  0.3724
H57 -11.1873 -8.8201 2.4215  0.3477
H58 -7.8254 -4.3954 -0.6429  0.3265
C33 2.0179 -10.6144 4.4689  -0.7487
C34 1.1927 -9.7959 3.7842  0.5463
C35 -0.2756 -9.8206 3.8873  0.5784
O20 -1.1169 -9.0442 3.3103  -0.6613
C36 -0.7291 -10.8007 4.8376  -0.5740
C37 0.0357 -11.4717 5.6526  0.3446
C38 1.5457 -11.5993 5.4578  0.4080
O21 2.2802 -12.3323 6.1029  -0.6472
O22 -0.4260 -12.3357 6.6747  -0.5537
O23 1.7068 -8.8472 2.9007  -0.5093
H59 3.0938 -10.5259 4.4378  0.3703
H60 -1.7941 -10.6825 4.9731  0.4043
H61 0.0470 -13.1709 6.6586  0.3273
H62 2.5180 -9.0118 2.4145  0.3296
C39 -8.9728 5.8562 3.0111  -0.8397
C40 -8.4064 4.6800 3.0789  0.3822
C41 -7.1561 4.3231 2.4002  0.8446
O24 -6.5621 3.2119 2.5929  -0.7355
C42 -6.5300 5.4438 1.7104  -0.8026
C43 -7.1091 6.6838 1.6514  0.6127
C44 -8.4129 7.0887 2.3710  0.4599
O25 -8.9733 8.2308 2.3309  -0.6984
O26 -6.4440 7.6834 1.0449  -0.5375
O27 -8.8995 3.6762 3.9399  -0.5814
H63 -9.9042 6.0210 3.5322  0.3716
H64 -5.6321 5.3296 1.1214  0.3741
H65 -6.8794 8.5260 1.1930  0.3256
H66 -8.2405 2.9795 3.8942  0.3398
C45 2.0154 -3.7232 -8.0539  -0.7827
C46 1.1881 -3.2700 -7.0738  0.7406
C47 0.2547 -2.1064 -7.2133  0.4432
O28 -0.6598 -1.7653 -6.4577  -0.6275
C48 0.5256 -1.3617 -8.4403  -0.7187
C49 1.3329 -1.8136 -9.4592  0.2060
C50 2.2155 -2.9982 -9.3278  0.8411
O29 2.9696 -3.3891 -10.1822  -0.6548
O30 1.4878 -1.1784 -10.6308  -0.5715
O31 1.1745 -4.0229 -5.9166  -0.5239
H67 2.6421 -4.5759 -7.8380  0.3207
H68 -0.1067 -0.5202 -8.6821  0.4306
H69 2.1979 -1.6331 -11.0896  0.3587
H70 1.9665 -4.5429 -5.7614  0.3241
C51 12.7083 0.8999 1.1234  -0.8757
C52 12.7147 1.4358 -0.1075  0.4630
C53 11.7588 1.0923 -1.1588  0.6223
O32 11.5981 1.4588 -2.3070  -0.6232
C54 10.8147 0.0067 -0.7003  -0.7292
C55 10.8283 -0.4919 0.4996  0.9365
C56 11.6964 -0.0644 1.5886  0.2695
O33 11.5916 -0.5198 2.7067  -0.5737
O34 9.8984 -1.4709 0.8532  -0.4921
O35 13.6071 2.3971 -0.4375  -0.5425
H71 13.4342 1.2103 1.8604  0.4116
H72 10.1138 -0.3064 -1.4599  0.3358
H73 9.3513 -1.7525 0.1163  0.2990
H74 13.6900 2.5418 -1.3829  0.3239
C57 7.2255 -1.1113 -7.3703  -0.8186
C58 6.4808 -0.1416 -6.7949  0.7272
C59 5.9526 1.0188 -7.4785  0.5184
O36 5.0442 1.7990 -7.1387  -0.6181
C60 6.6197 1.2866 -8.7513  -0.6687
C61 7.4907 0.3740 -9.2875  0.3043
C62 7.8141 -0.9583 -8.7655  0.6181
O37 8.4352 -1.8351 -9.3122  -0.6189
O38 7.9822 0.4704 -10.5597  -0.5599
O39 5.9716 -0.2975 -5.5847  -0.4626
H75 7.4624 -1.9685 -6.7575  0.3521
H76 6.5391 2.2081 -9.3088  0.4234
H77 8.6303 -0.2308 -10.6586  0.3356
H78 6.1346 -1.1725 -5.2250  0.3171

***

# 2
ORCA calculation (wB97M-V/def2-TZVPD) on a 2-piece molecular cluster, C62H79N4O overall in a non-equilibrium geometry.

- energy above the lowest of the compared OMol25 structures with the same formula, charge and spin (kJ/mol) = 31.32
- HOMO (hartree) = -0.3233
- charge = +1

Each line ends with the Mulliken charge.
Atoms and positions in Å:
C1 -2.0964 -1.8390 1.7704  -1.2933
N1 -0.7145 -1.7918 1.3572  1.1863
C2 0.0432 -2.9412 1.3962  -0.2976
O1 -0.2092 -3.9464 2.0489  -0.6685
C3 1.2399 -2.7000 0.4947  0.3017
C4 1.0545 -3.4075 -0.8599  -1.5199
C5 -0.3676 -3.3127 -1.3633  0.4597
C6 -1.3315 -4.2129 -0.8924  -0.3055
C7 -2.6598 -4.1162 -1.3000  -0.7204
C8 -3.0337 -3.1342 -2.2273  -0.4542
C9 -2.0693 -2.2526 -2.7261  -0.8424
C10 -0.7402 -2.3445 -2.3013  0.0727
N2 1.2519 -1.2378 0.3977  0.9028
C11 2.1709 -0.6268 -0.3980  -0.9066
C12 1.8830 0.4872 -1.1842  -1.7577
C13 2.7923 1.4412 -1.6741  0.3752
C14 2.3365 2.7638 -2.0559  0.4374
C15 3.2443 3.7883 -2.4531  0.2589
C16 2.7693 5.0071 -2.9304  -0.8863
C17 1.3984 5.2698 -3.0004  -0.4422
C18 0.4930 4.3075 -2.5429  -0.9400
C19 0.9483 3.0917 -2.0512  -0.2715
C20 0.0007 -0.6081 0.8969  -1.6937
C21 0.1672 0.4793 2.0351  2.5107
C22 0.9446 -0.1469 3.1939  -2.0207
C23 -1.1911 0.9866 2.5136  -1.9563
C24 0.9000 1.6841 1.4769  -1.3627
H1 -2.5879 -2.7094 1.3123  0.3003
H2 -2.1774 -1.9365 2.8651  0.3263
H3 -2.6223 -0.9360 1.4408  0.4543
H4 2.1548 -3.0406 1.0029  0.4648
H5 1.7564 -3.0050 -1.6002  0.5489
H6 1.3030 -4.4648 -0.6844  0.6116
H7 -1.0375 -4.9885 -0.1784  0.3837
H8 -3.4011 -4.8055 -0.8875  0.4257
H9 -4.0711 -3.0620 -2.5539  0.4097
H10 -2.3443 -1.4872 -3.4544  0.4100
H11 0.0199 -1.6636 -2.6979  0.4343
H12 3.1316 -1.1470 -0.4692  1.4587
H13 0.8368 0.5629 -1.5104  0.6469
H14 3.8161 1.1457 -1.9261  0.4611
H15 4.3158 3.5922 -2.3660  0.4322
H16 3.4809 5.7730 -3.2551  0.4494
H17 1.0279 6.2078 -3.4166  0.3814
H18 -0.5794 4.5082 -2.5628  0.4331
H19 0.2132 2.3781 -1.6693  0.2590
H20 -0.5553 -0.1538 0.0518  0.7273
H21 1.9109 -0.5439 2.8585  0.2488
H22 1.1445 0.6144 3.9625  0.4931
H23 0.3813 -0.9625 3.6661  0.4129
H24 -1.8134 1.2959 1.6629  0.3789
H25 -1.7342 0.2546 3.1201  0.4005
H26 -1.0382 1.8722 3.1488  0.4568
H27 0.3502 2.1275 0.6368  0.2880
H28 1.0109 2.4521 2.2566  0.7640
H29 1.8984 1.4073 1.1351  -0.2221
C25 4.4806 1.3058 0.6130  -1.3491
C26 5.1287 1.5788 1.9374  2.4349
C27 5.4967 3.0741 1.9636  -1.8199
C28 4.1038 1.3337 3.0474  -1.8455
C29 6.3201 0.6039 2.2275  0.0571
C30 6.9952 0.9123 3.4137  -0.6637
C31 7.6605 -0.0891 4.0995  -1.4956
C32 7.6669 -1.3697 3.5607  -0.6223
C33 7.3739 -1.6397 2.2128  0.8552
C34 7.7182 -3.1365 1.8259  2.6370
C35 8.0769 -3.4949 0.3946  -2.0457
C36 6.5143 -3.9804 2.2581  -1.7306
C37 8.9630 -3.5918 2.6166  -1.8554
C38 6.7219 -0.5671 1.4905  -0.6430
N3 6.7374 -0.5051 0.0463  1.6122
C39 7.4139 0.4978 -0.6526  -0.7703
C40 7.4910 1.8125 -0.2948  0.0772
C41 8.4240 2.8016 -0.8579  0.3449
C42 8.0921 3.6135 -1.9625  0.3786
C43 9.0729 4.3772 -2.5936  -0.7074
C44 10.3573 4.4580 -2.0471  -0.7080
C45 10.6437 3.8141 -0.8385  -0.7064
C46 9.6638 3.0429 -0.2165  -0.4432
N4 7.9090 -0.0983 -1.8063  1.8933
C47 8.9499 0.4386 -2.6549  -1.1959
C48 10.3095 0.4150 -2.2342  -0.3111
C49 10.8769 -0.4576 -1.0645  2.9297
C50 12.2760 0.0197 -0.6441  -2.1856
C51 10.9961 -1.9062 -1.5609  -1.8972
C52 10.0312 -0.4064 0.1950  -0.0652
C53 11.2423 1.1171 -3.0035  -0.0372
C54 10.9488 1.5091 -4.3033  -1.4503
C55 9.6575 1.3506 -4.7735  -0.2804
C56 8.6167 0.9744 -3.9133  0.3669
C57 7.1843 1.1950 -4.4770  2.0489
C58 7.1335 2.5522 -5.1977  -1.7864
C59 6.0801 1.2451 -3.4252  -1.6535
C60 6.8882 0.0902 -5.4979  -1.8628
C61 7.1888 -1.2729 -1.9978  -1.3680
C62 6.4660 -1.4996 -0.8782  -1.9170
H30 4.0536 0.3047 0.5715  -0.1467
H31 3.6855 2.0355 0.4393  1.2883
H32 5.1882 1.3989 -0.2109  -0.3989
H33 6.0640 3.3529 2.8576  0.3712
H34 6.0644 3.3831 1.0793  0.1576
H35 4.5711 3.6729 1.9576  0.4969
H36 4.5217 1.5688 4.0359  0.5368
H37 3.2053 1.9506 2.9107  0.3720
H38 3.8030 0.2773 3.0596  0.2077
H39 6.9243 1.9074 3.8582  0.4177
H40 8.1152 0.1035 5.0714  0.4552
H41 7.9545 -2.1737 4.2376  0.2293
H42 8.8421 -2.8289 -0.0146  0.4142
H43 8.5299 -4.5001 0.4057  0.6763
H44 7.2143 -3.5812 -0.2703  0.3781
H45 6.3289 -3.8728 3.3344  0.3392
H46 5.6125 -3.6627 1.7166  0.2092
H47 6.6918 -5.0421 2.0425  0.4588
H48 8.7619 -3.7489 3.6821  0.4620
H49 9.3321 -4.5507 2.2301  0.4715
H50 9.7748 -2.8620 2.4979  0.2726
H51 7.1790 1.9742 0.7220  0.0337
H52 7.0503 3.6557 -2.2907  0.1939
H53 8.8369 4.9183 -3.5139  0.3922
H54 11.1291 5.0494 -2.5432  0.3953
H55 11.6419 3.8930 -0.3956  0.4071
H56 9.8444 2.5887 0.7607  0.4453
H57 12.2638 1.0907 -0.3999  0.3311
H58 12.6020 -0.5212 0.2556  0.4567
H59 13.0210 -0.1749 -1.4262  0.4327
H60 10.0212 -2.3038 -1.8728  0.3536
H61 11.6719 -1.9504 -2.4273  0.4049
H62 11.4098 -2.5544 -0.7722  0.3770
H63 9.1030 -0.9625 0.0944  -0.6978
H64 10.5758 -0.8702 1.0327  0.5939
H65 9.7936 0.6278 0.4685  -0.6276
H66 12.2365 1.3402 -2.6112  0.4567
H67 11.7277 1.9291 -4.9386  0.4277
H68 9.4489 1.5833 -5.8179  0.3678
H69 7.7480 2.5666 -6.1041  0.4472
H70 6.1016 2.7791 -5.4970  0.5013
H71 7.4783 3.3494 -4.5264  0.1939
H72 5.7086 0.2511 -3.1698  0.2851
H73 6.4256 1.7471 -2.5179  -0.4953
H74 5.2275 1.8262 -3.8051  1.0498
H75 6.9235 -0.8992 -5.0246  0.2611
H76 5.8882 0.2292 -5.9298  0.4370
H77 7.6227 0.1035 -6.3131  0.3887
H78 7.3174 -1.8791 -2.8868  0.4087
H79 5.7647 -2.2897 -0.6514  1.4850